(1)
{"formula": "C34H82ClN5O9P", "method": "ωB97M-V with the def2-TZVPD basis set", "symbols": ["C", "C", "C", "C", "N", "P", "C", "C", "C", "Cl", "C", "C", "C", "O", "H", "H", "H", "H", "H", "H", "H", "H", "H", "H", "H", "H", "H", "H", "H", "H", "H", "H", "H", "H", "H", "H", "C", "O", "C", "C", "N", "C", "C", "O", "C", "H", "H", "H", "H", "H", "H", "H", "H", "H", "H", "H", "H", "H", "H", "H", "C", "O", "C", "C", "N", "C", "C", "O", "C", "H", "H", "H", "H", "H", "H", "H", "H", "H", "H", "H", "H", "H", "H", "H", "C", "O", "C", "C", "N", "C", "C", "O", "C", "H", "H", "H", "H", "H", "H", "H", "H", "H", "H", "H", "H", "H", "H", "H", "C", "O", "C", "C", "N", "C", "C", "O", "C", "H", "H", "H", "H", "H", "H", "H", "H", "H", "H", "H", "H", "H", "H", "H"], "xyz": [[-4.935, -1.239, -1.665], [-4.570, 0.042, -2.418], [-3.166, 0.540, -2.071], [-2.113, -0.451, -2.507], [-0.737, 0.083, -2.223], [0.417, -1.102, -2.301], [2.038, -0.456, -1.895], [2.825, -1.385, -0.960], [2.137, -1.733, 0.358], [1.148, -0.390, 0.982], [0.433, -1.880, -3.930], [0.305, -3.389, -3.703], [1.250, -4.282, -4.382], [1.297, -3.986, -2.926], [-5.998, -1.451, -1.711], [-4.583, -1.217, -0.636], [-4.437, -2.085, -2.143], [-4.589, -0.186, -3.485], [-5.288, 0.828, -2.210], [-3.108, 0.725, -0.998], [-3.017, 1.489, -2.586], [-2.261, -1.369, -1.929], [-2.209, -0.667, -3.567], [-0.753, 0.416, -1.258], [0.080, -2.098, -1.380], [1.966, 0.559, -1.518], [2.586, -0.408, -2.835], [3.063, -2.305, -1.492], [3.778, -0.911, -0.745], [1.483, -2.593, 0.256], [2.873, -2.008, 1.105], [-0.411, -1.552, -4.528], [1.388, -1.702, -4.411], [-0.698, -3.771, -3.570], [0.904, -5.280, -4.597], [2.200, -3.913, -4.730], [-5.174, -0.439, 6.416], [-5.395, -1.802, 6.112], [-6.764, -2.156, 5.959], [-7.072, -2.520, 4.524], [-7.005, -1.349, 3.660], [-7.073, -1.638, 2.230], [-5.940, -2.447, 1.616], [-4.694, -1.767, 1.604], [-3.916, -1.905, 2.780], [-4.116, -0.327, 6.645], [-5.422, 0.218, 5.574], [-5.754, -0.127, 7.288], [-7.416, -1.349, 6.305], [-6.947, -3.031, 6.589], [-8.079, -2.943, 4.472], [-6.362, -3.304, 4.225], [-6.142, -0.857, 3.850], [-7.103, -0.675, 1.714], [-8.021, -2.142, 2.021], [-6.199, -2.611, 0.566], [-5.827, -3.441, 2.065], [-4.075, -2.872, 3.262], [-4.119, -1.108, 3.500], [-2.866, -1.826, 2.492], [9.376, -1.674, 3.044], [8.554, -1.076, 2.059], [8.826, -1.499, 0.729], [7.679, -2.311, 0.177], [7.556, -3.607, 0.833], [6.337, -4.316, 0.465], [5.000, -3.659, 0.790], [4.696, -3.551, 2.164], [5.225, -2.411, 2.821], [9.168, -1.171, 3.986], [9.167, -2.742, 3.163], [10.436, -1.546, 2.806], [9.765, -2.059, 0.679], [8.937, -0.598, 0.118], [7.839, -2.473, -0.894], [6.770, -1.709, 0.290], [7.575, -3.465, 1.835], [6.362, -5.292, 0.954], [6.361, -4.501, -0.614], [4.215, -4.294, 0.364], [4.912, -2.676, 0.307], [5.297, -1.552, 2.146], [6.210, -2.606, 3.251], [4.548, -2.160, 3.638], [6.929, 4.859, -2.036], [5.982, 4.289, -2.921], [6.495, 3.973, -4.209], [6.532, 2.476, -4.419], [7.540, 1.851, -3.575], [7.492, 0.395, -3.547], [6.245, -0.259, -2.964], [6.076, -0.048, -1.574], [5.419, 1.149, -1.202], [6.388, 5.181, -1.148], [7.699, 4.140, -1.735], [7.415, 5.730, -2.483], [7.486, 4.413, -4.355], [5.820, 4.413, -4.948], [6.767, 2.266, -5.466], [5.519, 2.097, -4.217], [7.439, 2.199, -2.631], [8.347, 0.051, -2.960], [7.636, 0.021, -4.565], [6.355, -1.341, -3.088], [5.333, 0.030, -3.505], [4.673, 1.450, -1.945], [6.119, 1.971, -1.038], [4.916, 0.958, -0.251], [-5.827, 6.092, 2.731], [-7.132, 5.897, 2.228], [-7.342, 6.406, 0.917], [-7.559, 5.283, -0.072], [-6.334, 4.522, -0.283], [-6.508, 3.296, -1.050], [-7.375, 2.190, -0.457], [-6.828, 1.585, 0.700], [-7.119, 2.248, 1.923], [-5.836, 5.790, 3.777], [-5.082, 5.488, 2.199], [-5.532, 7.144, 2.674], [-6.509, 7.043, 0.608], [-8.244, 7.023, 0.947], [-7.882, 5.707, -1.027], [-8.378, 4.661, 0.314], [-5.938, 4.288, 0.618], [-5.511, 2.877, -1.215], [-6.909, 3.559, -2.035], [-7.441, 1.393, -1.205], [-8.402, 2.521, -0.266], [-8.089, 2.749, 1.900], [-6.338, 2.972, 2.169], [-7.137, 1.495, 2.712]], "total_charge": 1, "homo_lumo_gap_ev": 8.11, "mol_weight_g_mol": 771.5}

---

(2)
{"formula": "C6H11N", "method": "ωB97M-V with the def2-TZVPD basis set", "symbols": ["C", "N", "C", "C", "C", "C", "C", "H", "H", "H", "H", "H", "H", "H", "H", "H", "H", "H"], "xyz": [[1.789, -0.026, 1.136], [-0.790, 1.250, 1.241], [-0.570, 0.154, 0.360], [0.710, -0.208, 0.116], [0.975, -1.394, -0.839], [-2.271, 0.926, -1.390], [-1.565, -0.076, -0.772], [2.592, -0.757, 1.062], [1.456, -0.094, 2.191], [2.278, 0.967, 1.132], [0.064, 1.783, 1.243], [-1.202, 1.126, 2.149], [1.991, -1.787, -0.926], [0.428, -2.245, -0.382], [0.564, -1.195, -1.828], [-1.994, 1.122, -2.426], [-3.029, 1.508, -0.869], [-1.425, -1.052, -1.199]], "relative_energy_kcal_mol": 84.4, "homo_lumo_gap_ev": 7.93, "mol_weight_g_mol": 97.2}

---

(3)
{"formula": "C7H12O2", "method": "ωB97M-V with the def2-TZVPD basis set", "symbols": ["C", "C", "O", "C", "C", "H", "H", "H", "H", "H", "H", "C", "C", "C", "O", "H", "H", "H", "H", "H", "H"], "xyz": [[-1.192, 0.791, -0.040], [-2.211, 0.470, -1.133], [-1.816, 1.332, 1.112], [-0.343, -0.429, 0.278], [-0.534, -1.316, 1.166], [-2.584, 0.791, 1.329], [-0.490, 1.560, -0.369], [-2.742, 1.381, -1.404], [-1.731, 0.067, -2.022], [-2.930, -0.269, -0.769], [-0.288, -1.839, 2.061], [2.192, 0.025, 1.674], [1.137, -0.596, -0.762], [1.094, -0.254, -2.047], [1.804, 0.607, 0.510], [1.677, -1.490, -0.472], [1.712, -0.993, 1.808], [3.275, -0.157, 1.718], [1.832, 0.586, 2.552], [1.588, -0.870, -2.782], [0.552, 0.604, -2.409]], "relative_energy_kcal_mol": 165.9, "homo_lumo_gap_ev": [7.99, 6.95], "mol_weight_g_mol": 128.2}

---

(4)
{"formula": "C15H48N8O10", "method": "ωB97M-V with the def2-TZVPD basis set", "symbols": ["C", "O", "C", "C", "N", "C", "C", "O", "C", "H", "H", "H", "H", "H", "H", "H", "H", "H", "H", "H", "H", "H", "H", "H", "C", "O", "C", "C", "N", "C", "C", "O", "C", "H", "H", "H", "H", "H", "H", "H", "H", "H", "H", "H", "H", "H", "H", "H", "C", "O", "N", "N", "H", "H", "H", "H", "C", "O", "N", "N", "H", "H", "H", "H", "C", "O", "N", "N", "H", "H", "H", "H", "O", "H", "H", "O", "H", "H", "O", "H", "H"], "xyz": [[0.783, 2.177, 7.005], [-0.633, 2.302, 6.666], [-1.103, 1.364, 5.712], [-2.622, 1.416, 5.262], [-3.468, 0.621, 6.127], [-3.818, 1.244, 7.371], [-4.558, 0.374, 8.291], [-5.853, 0.348, 7.919], [-6.810, -0.263, 8.825], [0.869, 2.626, 7.995], [1.269, 2.669, 6.163], [1.217, 1.191, 6.840], [-0.945, 0.343, 6.061], [-0.576, 1.560, 4.778], [-2.681, 1.039, 4.241], [-2.926, 2.452, 5.118], [-4.319, 0.314, 5.677], [-4.380, 2.130, 7.074], [-2.882, 1.535, 7.849], [-4.522, 0.794, 9.297], [-4.241, -0.665, 8.206], [-6.202, -0.967, 9.392], [-7.538, -0.714, 8.151], [-7.129, 0.613, 9.390], [3.559, -1.711, -12.139], [2.839, -0.585, -11.500], [2.306, -1.029, -10.273], [1.165, -0.155, -9.795], [0.713, -0.493, -8.420], [0.187, 0.676, -7.743], [-0.336, 0.490, -6.315], [-1.341, -0.560, -6.184], [-1.968, -0.494, -4.884], [3.931, -2.416, -11.395], [4.392, -1.392, -12.765], [2.745, -2.258, -12.615], [3.125, -1.011, -9.554], [1.860, -2.010, -10.436], [0.422, -0.295, -10.580], [1.625, 0.832, -9.842], [1.516, -0.773, -7.875], [-0.652, 1.117, -8.282], [0.984, 1.419, -7.693], [-0.734, 1.446, -5.975], [0.561, 0.317, -5.720], [-2.098, 0.497, -4.448], [-1.448, -1.011, -4.078], [-2.948, -0.969, -4.926], [4.928, 1.550, 0.966], [3.806, 1.302, 0.607], [5.664, 2.435, 0.380], [5.304, 1.316, 2.171], [5.113, 2.919, -0.315], [6.525, 2.742, 0.809], [4.697, 0.829, 2.814], [6.283, 1.240, 2.408], [1.385, 5.198, -2.141], [1.467, 6.328, -2.645], [0.815, 4.967, -0.959], [1.865, 4.136, -2.662], [0.110, 5.603, -0.614], [1.072, 4.122, -0.469], [1.716, 3.228, -2.245], [2.392, 4.461, -3.461], [-1.701, -5.562, 4.258], [-1.285, -6.712, 4.512], [-1.755, -4.647, 5.228], [-2.130, -5.168, 3.103], [-1.139, -4.861, 6.000], [-2.005, -3.712, 4.940], [-2.914, -4.535, 3.036], [-1.962, -5.814, 2.344], [0.565, -1.762, 0.175], [1.141, -1.000, 0.234], [0.179, -1.838, 1.048], [2.072, -3.765, -3.318], [1.659, -3.215, -2.652], [1.396, -3.880, -3.987], [2.476, -3.001, 4.641], [1.967, -3.776, 4.403], [2.960, -3.263, 5.424]], "relative_energy_kcal_mol": 86.7, "homo_lumo_gap_ev": 8.68, "mol_weight_g_mol": 500.6}